(1)
Density functional theory data (ωB97M-V with the def2-TZVPD basis set) for a structure of composition C3H2CuO3.

As for the expectation value of S²: 2.0164. For the HOMO energy (alpha / beta), the calculation gives -14.00 / -14.47 eV. The energy above the lowest of the compared OMol25 structures with the same formula, charge and spin is 261.9 kJ/mol. For the HOMO-LUMO gap (alpha / beta), the calculation gives 9.182 / 6.778 eV.

```
! RIJCOSX wB97M-V def2-TZVPD def2/J DEFGRID3
* xyz 1 3
O -0.666 -0.664 2.070
C -1.042 -0.178 0.932
C -0.075 0.204 0.033
O 1.284 -0.275 0.212
Cu 1.198 -0.871 1.953
H -2.102 -0.148 0.658
C 0.488 -0.078 -1.193
O 0.712 0.595 -2.287
H 0.204 1.416 -2.379
*
```

***

(2)
Density functional theory data (ωB97M-V with the def2-TZVPD basis set) for a structure of composition C19H21BrN7O2S2Tm.

As for the expectation value of S²: 2.0019. For the HOMO energy (alpha / beta), the calculation gives -14.33 / -14.33 eV. For the HOMO-LUMO gap (alpha / beta), the calculation gives 8.253 / 8.246 eV.

```
! RIJCOSX wB97M-V def2-TZVPD def2/J DEFGRID3
* xyz 2 3
Tm 0.699 -0.011 -0.611
C 0.250 1.860 3.596
C 0.575 1.744 2.145
N 1.428 0.956 1.613
N 2.225 0.151 2.360
C 3.232 -0.491 1.712
N 4.074 -1.171 2.482
S 3.439 -0.456 0.033
C -0.018 2.691 1.145
C -0.722 3.808 1.551
C -1.078 4.754 0.593
C -0.730 4.538 -0.724
C -0.068 3.361 -1.051
N 0.281 2.453 -0.145
H 0.374 0.910 4.115
H -0.784 2.164 3.740
H 0.884 2.609 4.078
H 2.131 0.126 3.365
H 4.030 -1.162 3.488
H 4.831 -1.671 2.044
H -0.965 3.967 2.591
H -1.608 5.651 0.885
H -0.963 5.257 -1.496
H 0.176 3.138 -2.081
C -4.521 1.891 -0.033
C -3.812 0.544 -0.165
C -2.823 0.540 -1.283
N -1.550 0.617 -1.154
N -0.841 0.624 -2.345
C -1.640 0.519 -3.383
N -1.204 0.487 -4.646
S -3.307 0.451 -2.952
H -5.221 1.871 0.801
H -5.089 2.135 -0.931
H -3.801 2.692 0.144
H -4.532 -0.259 -0.335
H -3.265 0.286 0.742
H -0.214 0.475 -4.825
H -1.825 0.351 -5.425
Br 2.008 -1.947 -2.629
C 1.838 -3.525 -1.534
C 2.617 -4.595 -1.923
C 2.584 -5.752 -1.150
C 1.817 -5.814 0.001
C 1.058 -4.719 0.391
C 1.046 -3.571 -0.388
C 0.255 -2.364 -0.048
O 0.528 -1.625 0.951
O -0.485 -1.860 -0.944
H 3.241 -4.548 -2.804
H 3.176 -6.605 -1.453
H 1.810 -6.715 0.599
H 0.459 -4.763 1.291
*
```

***

| no. | F_max (eV/A) |
| --- | --- |
| 1 | 4.193 |
| 2 | 1.229 |